# 1
Formula: CHClN2O
Source: the Open Molecules 2025 dataset
Level of theory: ωB97M-V with the def2-TZVPD basis set

Calculated values
Frontier orbital gap (spin up / spin down): 8.5 / 8.6 eV
Total charge: 0
E_tot: -683.5075 a.u.
Energy relative to the best compared isomer or geometry (same formula, charge and spin): 267.1 kJ/mol

Last column: Löwdin charge in e.
Cartesian coordinates (Å):
C: -1.46 -0.55 0.14  -0.410
N: -0.76 -0.81 1.06  0.196
H: -0.01 -1.33 1.41  0.029
N: 1.80 -1.25 0.07  -0.529
Cl: 2.61 0.03 -0.24  0.603
O: -2.20 -0.05 -0.65  0.112

=====

# 2
Formula: C8H17MnN4O2S2Te
Source: the Open Molecules 2025 dataset
Level of theory: ωB97M-V with the def2-TZVPD basis set

Calculated values
Frontier orbital gap (spin up / spin down): 4.5 / 4.6 eV
Spin multiplicity: 6
Total charge: -1
E_tot: -2899.9842 a.u.
Energy relative to the best compared isomer or geometry (same formula, charge and spin): 51.0 kJ/mol

Last column: Löwdin spin population.
Cartesian coordinates (Å):
C: 1.93 -0.42 -1.64  0.004
H: -2.81 0.79 2.48  0.004
H: -3.47 -1.89 1.12  0.001
H: -1.15 -1.31 -1.60  0.000
C: 1.36 4.23 -1.37  0.001
H: -0.14 -2.40 0.38  0.001
H: -2.70 -2.12 -1.29  0.000
H: -1.26 -3.07 -1.69  0.000
H: -3.00 -0.75 3.30  0.000
N: 1.63 -1.38 1.98  0.026
H: -3.28 -0.34 0.27  0.000
H: 0.30 4.02 -1.26  0.000
H: 3.00 -1.76 -2.68  0.000
H: 3.24 3.55 -0.51  0.000
H: -4.40 -0.03 2.47  0.000
H: 1.63 4.12 -2.43  0.000
C: 2.18 3.30 -0.48  0.001
C: -3.31 -0.18 2.42  0.003
Mn: 0.24 0.25 1.65  4.673
O: 2.35 -3.13 0.23  0.018
S: 2.48 -2.50 1.57  0.023
C: 1.99 1.86 -0.85  0.014
C: -2.97 -0.91 1.15  0.004
H: 1.53 5.27 -1.09  0.000
N: 2.13 -1.66 -2.18  0.001
H: 1.84 3.38 0.55  0.002
S: 2.97 0.95 -1.97  0.011
C: -1.62 -2.19 -1.16  0.000
Te: -0.29 2.31 3.13  0.120
N: 0.98 -0.13 -0.81  0.014
H: -1.69 -3.17 0.77  0.001
H: 2.03 -2.39 -1.45  0.000
O: -1.56 -1.14 1.07  0.043
N: 1.04 1.16 -0.37  0.032
C: -1.22 -2.30 0.30  0.003

=====

# 3
Formula: C33H61FNO13S6
Source: the Open Molecules 2025 dataset
Level of theory: ωB97M-V with the def2-TZVPD basis set

Calculated values
Frontier orbital gap: 9.5 eV
Total charge: +1
E_tot: -4815.1387 a.u.
Energy relative to the best compared isomer or geometry (same formula, charge and spin): 0.0 kJ/mol

Last column: Löwdin charge in e.
Cartesian coordinates (Å):
H: -6.07 4.68 1.57  0.149
H: -3.69 1.30 -6.81  0.094
H: -3.72 -4.27 1.41  0.155
H: 6.50 5.07 -0.21  0.100
H: -1.22 0.93 -0.41  0.051
C: -1.42 -1.77 4.75  -0.040
H: -3.33 -1.39 2.09  0.153
C: -2.99 -2.35 1.53  -0.292
O: -1.92 -0.69 -0.13  -0.369
O: 2.60 3.89 -1.71  -0.353
H: -4.65 -3.24 2.21  0.135
C: 2.02 -2.48 -3.46  -0.201
C: 4.93 -1.26 1.76  -0.275
H: -0.42 0.17 2.19  0.034
O: 1.15 -1.24 -0.13  -0.333
H: -1.48 1.79 -5.67  0.088
H: 4.37 4.43 0.25  0.180
C: -4.03 -3.19 1.33  -0.328
O: -1.18 -3.07 0.09  -0.270
H: -3.77 4.14 0.79  0.111
H: 1.28 -3.96 -0.62  0.139
N: -0.40 1.47 -0.31  0.103
H: -1.31 3.19 -0.94  0.108
C: -2.05 -3.65 5.89  -0.008
C: 4.31 5.48 -2.75  -0.193
H: -2.59 -4.05 6.68  0.093
H: 3.08 -2.77 -3.49  0.142
C: -6.17 2.53 1.05  -0.285
H: -1.51 -0.91 4.74  0.003
C: -1.14 -4.49 5.17  -0.039
C: -1.58 0.89 -6.15  -0.188
H: 0.28 3.27 -1.15  0.031
H: 6.49 -0.62 4.46  0.132
H: -4.47 -0.72 -4.79  0.168
H: 1.35 0.77 2.07  0.112
H: -7.07 2.12 1.37  0.123
H: 6.78 -2.32 2.38  0.143
H: 4.87 5.48 -3.72  0.133
H: -6.03 2.90 0.13  0.090
S: -3.72 1.95 0.93  0.596
C: -5.59 3.69 1.80  -0.166
O: 4.50 2.88 -3.07  -0.314
H: 3.91 -1.76 1.45  0.135
F: -3.28 -1.65 6.43  0.032
H: 0.45 -3.64 -2.76  0.123
H: -5.21 -3.87 -0.24  0.110
H: 0.14 1.65 3.14  0.120
H: -3.15 -3.87 -1.47  0.153
H: -5.31 -2.14 0.05  0.122
C: 0.20 1.01 2.20  0.021
H: 1.81 -4.63 -2.87  0.153
C: -2.32 -2.32 5.65  -0.181
H: 5.69 -0.99 0.95  0.143
H: 0.41 -4.31 3.78  0.052
H: -1.01 -1.13 -6.10  0.155
H: 5.20 2.82 -0.40  0.130
H: 4.44 6.20 -0.69  0.088
C: -5.38 1.38 1.13  -0.272
S: 4.71 -0.06 2.94  0.650
H: 4.34 -2.59 4.25  0.124
O: 3.43 -1.32 -0.98  -0.233
H: 5.63 6.93 -1.68  0.122
C: 1.58 -1.24 -2.70  -0.208
C: 1.51 -3.59 -2.63  -0.325
H: -3.86 0.85 -4.37  0.055
H: 1.50 -2.41 -4.43  0.130
H: 4.95 -0.56 5.19  0.115
H: -5.62 0.39 0.49  0.164
S: 2.15 -1.68 -1.12  0.596
O: -1.85 0.49 -3.19  -0.285
H: -2.28 -2.88 2.15  0.098
H: 0.40 0.79 -0.19  0.153
H: -1.07 1.09 -7.12  0.148
C: 5.33 -2.21 4.11  -0.260
C: -0.44 2.57 -1.27  -0.012
H: 5.34 -3.37 2.09  0.131
C: 5.04 6.05 -1.51  -0.178
C: -0.31 -3.86 4.28  -0.066
H: -3.34 3.78 2.47  0.140
O: 5.47 1.04 2.46  -0.305
C: -3.58 -2.86 -1.03  -0.185
H: 0.55 -1.31 -2.64  0.069
C: 5.90 4.90 -1.02  -0.318
C: -0.08 2.05 1.08  -0.393
C: -4.06 3.50 1.64  -0.211
H: 0.27 -1.93 3.45  0.142
O: -2.12 -1.83 -3.81  -0.302
H: -3.15 -0.24 -7.02  0.097
H: 2.06 -0.23 -2.95  0.157
H: 2.96 -3.87 -1.22  0.139
H: -3.84 -2.36 -2.00  0.099
S: -2.18 -0.45 -4.20  0.598
H: -5.43 0.89 2.16  0.140
O: 0.07 3.18 1.35  0.164
H: -0.14 -0.12 -5.26  0.051
H: 3.38 5.96 -2.84  0.081
C: -3.62 0.08 -4.98  -0.192
O: 3.27 0.11 3.22  -0.325
O: -2.91 1.11 1.73  -0.306
S: -2.21 -2.19 -0.02  0.725
C: -1.07 -0.28 -5.39  -0.281
H: 6.05 -2.75 4.67  0.121
H: 6.80 4.68 -1.49  0.118
C: 5.63 -2.37 2.58  -0.212
H: -1.11 -5.55 5.32  0.104
C: -4.65 -3.02 0.02  -0.224
H: -5.77 3.54 2.84  0.101
C: 5.00 3.88 -0.65  -0.240
C: -3.10 0.57 -6.37  -0.138
S: 3.99 3.84 -2.13  0.679
O: -3.33 2.09 -0.40  -0.268
C: 1.94 -3.41 -1.35  -0.276
C: 5.45 -0.86 4.31  -0.300
C: -0.51 -2.48 4.08  -0.067
H: -0.65 2.17 -2.29  0.100

=====

# 4
Formula: C28H37N8O2PS3Ti
Source: the Open Molecules 2025 dataset
Level of theory: ωB97M-V with the def2-TZVPD basis set

Calculated values
Frontier orbital gap (spin up / spin down): 7.0 / 7.1 eV
Spin multiplicity: 2
Total charge: +1
E_tot: -4063.0797 a.u.
Energy relative to the best compared isomer or geometry (same formula, charge and spin): 137.1 kJ/mol

Last column: Löwdin spin population.
Cartesian coordinates (Å):
H: -0.48 0.09 2.68  0.001
C: -5.57 1.27 -0.53  0.000
H: -6.04 4.25 4.46  0.000
H: 1.59 3.23 0.88  0.000
H: -0.06 3.05 -1.45  0.000
H: -4.97 6.46 4.71  0.000
H: -7.60 -1.66 1.55  0.000
H: 2.08 -3.91 -1.58  0.000
S: -2.93 -1.96 0.48  0.002
C: -7.34 3.30 -1.22  0.000
S: -2.57 3.99 -1.06  0.002
N: 0.91 1.58 -0.31  0.000
C: -5.08 -0.97 3.72  0.000
C: 1.34 -3.44 -0.94  0.001
C: -4.71 5.83 3.87  0.000
H: -8.03 4.09 -1.49  0.000
C: -6.11 3.62 -0.66  0.000
H: 2.92 1.90 -0.82  0.000
H: 3.19 -0.94 2.17  0.000
H: -2.76 5.78 1.09  0.000
H: -4.91 -0.64 4.74  0.000
C: 0.93 -2.15 -1.15  0.002
H: -3.33 7.24 3.03  0.000
N: 0.02 -1.57 -0.37  0.006
C: -4.00 -1.24 2.90  0.000
H: 1.09 -5.12 0.41  0.000
O: -2.86 -0.90 -0.58  -0.002
C: -4.06 4.20 1.71  0.001
C: -5.52 -1.82 1.11  0.000
C: -3.46 5.45 1.84  0.000
H: -0.30 1.73 -3.49  0.000
H: -5.47 2.79 2.55  0.000
H: -8.65 1.73 -1.87  0.000
N: -7.46 -0.77 4.03  0.000
H: -0.36 2.37 2.63  0.000
H: -7.08 -0.08 -1.27  0.000
O: -3.05 -3.28 -0.06  -0.001
C: 0.45 1.85 2.14  0.000
H: 0.55 0.38 -2.75  0.000
H: 4.14 0.60 0.51  0.000
H: -0.14 3.15 0.54  0.000
C: -6.39 -1.10 3.24  0.000
C: -0.52 -2.33 0.61  0.008
N: 0.04 0.45 1.89  -0.003
C: 0.73 2.55 0.80  0.002
C: -6.80 0.96 -1.10  0.000
P: -3.61 3.09 0.35  0.007
N: -1.56 -1.67 1.28  0.003
Ti: -1.11 0.06 0.14  0.932
H: 1.51 2.61 -2.09  0.000
H: 2.86 -1.42 0.65  0.000
H: -8.37 -1.07 3.76  0.000
H: 0.90 -0.10 1.82  0.001
C: 0.61 2.22 -1.62  0.001
H: -1.80 0.09 -2.40  0.000
C: 3.09 0.61 0.82  0.000
H: -5.83 4.65 -0.49  0.000
H: -5.68 -2.18 0.09  0.000
C: -4.23 -1.65 1.59  0.000
H: 1.31 1.88 2.81  0.000
H: -7.31 -0.69 5.02  0.000
C: -6.59 -1.54 1.92  0.000
N: -0.14 -3.57 0.92  0.002
C: -5.22 2.59 -0.31  0.000
C: 0.79 -4.11 0.15  0.002
C: -7.69 1.97 -1.43  0.000
C: -5.32 4.58 3.73  0.000
N: -1.32 0.79 -1.87  0.014
H: 3.02 1.35 1.62  0.000
C: 2.32 1.08 -0.41  0.000
H: -1.95 1.59 -1.81  0.005
H: 1.33 -1.56 -1.96  0.000
N: 2.67 -0.70 1.34  0.000
H: 2.35 0.27 -1.14  0.000
H: -2.99 -1.15 3.27  0.000
H: -4.87 0.49 -0.27  0.000
C: -3.79 6.26 2.92  0.000
C: -0.08 1.24 -2.55  0.002
S: -2.72 1.52 1.34  0.009
C: -4.99 3.77 2.66  0.000

=====

Copy entry 1 word for word.
Formula: CHClN2O
Source: the Open Molecules 2025 dataset
Level of theory: ωB97M-V with the def2-TZVPD basis set

Calculated values
Frontier orbital gap (spin up / spin down): 8.5 / 8.6 eV
Total charge: 0
E_tot: -683.5075 a.u.
Energy relative to the best compared isomer or geometry (same formula, charge and spin): 267.1 kJ/mol

Last column: Löwdin charge in e.
Cartesian coordinates (Å):
C: -1.46 -0.55 0.14  -0.410
N: -0.76 -0.81 1.06  0.196
H: -0.01 -1.33 1.41  0.029
N: 1.80 -1.25 0.07  -0.529
Cl: 2.61 0.03 -0.24  0.603
O: -2.20 -0.05 -0.65  0.112

=====

total charge of number 3 (C33H61FNO13S6)?
+1

=====

Which formula does entry 2 have?
C8H17MnN4O2S2Te

=====

Among the records above, which one has the highest E_tot?
CHClN2O